No. 1
Formula: C27H75N3O27P6
Source: OMol25
Level of theory: ωB97M-V/def2-TZVPD

## Properties
* 2S+1: 1
* DFT total energy: -5318.16191 a.u.
* molar mass: 1059.74 Da
* highest occupied orbital energy: -9.37 eV
* E_LUMO: 0.19 eV
* energy relative to the best compared isomer or geometry (same formula, charge and spin): 167.79 kJ/mol

The geometry in XYZ format:
```
138
C27H75N3O27P6 | OMol25 | ωB97M-V/def2-TZVPD
P -1.487 -6.466 2.418
P 0.096 4.025 3.154
P 0.127 3.454 -4.582
P 5.823 4.662 -1.558
P -5.295 0.942 2.323
P 4.193 -2.825 -4.013
O -0.230 4.505 -3.419
O -2.469 -2.950 -0.879
O -2.280 -7.275 1.500
O 4.829 -3.834 -3.158
O 6.173 5.697 -0.567
O 1.402 3.099 3.256
O -4.309 1.873 1.737
O -0.131 -5.927 1.730
O -0.097 4.965 4.271
O -2.134 -5.075 2.970
O 1.556 3.325 -4.803
O -0.449 -1.049 3.695
O 0.305 4.647 1.687
O -1.054 2.923 2.924
O -0.717 2.155 -4.232
O -4.917 0.479 3.813
O -0.631 4.089 -5.836
O -0.958 -7.161 3.734
O 4.727 5.156 -2.580
O 4.964 -2.329 -5.296
O 2.768 -3.274 -4.598
O -5.577 -0.350 1.450
O 3.812 -1.430 -3.312
O 5.260 3.277 -1.002
O -6.703 1.655 2.513
O 7.052 4.135 -2.461
O 1.469 0.910 -0.549
N 0.349 -0.339 0.991
N -3.038 -4.260 -2.614
N -1.565 -1.557 5.586
C 2.701 3.629 3.054
C 3.011 -1.441 -2.141
C -1.211 2.303 1.648
C 0.404 4.358 -2.161
C -2.965 -3.067 -1.990
C -0.711 5.492 -6.068
C -2.555 -5.505 -2.003
C 2.568 -4.599 -5.091
C -1.410 -2.997 5.587
C -0.137 1.091 -3.512
C -1.615 0.728 4.908
C -1.614 -8.271 4.380
C -1.144 -0.685 4.631
C 0.695 -4.996 2.401
C 4.174 3.273 -0.076
C -4.486 -0.971 0.779
C 7.750 5.147 -3.155
C -2.568 -4.133 1.987
C -7.945 0.975 2.585
C 6.280 -1.813 -5.133
C -5.661 -0.375 4.639
C -0.490 -1.115 0.107
C 4.142 4.199 -3.471
C -3.235 -1.863 -2.880
C 1.226 0.601 0.623
C -0.709 5.464 1.125
C 1.955 1.321 1.724
H -0.562 -0.698 -0.893
H -3.097 -1.007 -2.215
H -2.269 1.211 4.183
H -1.024 5.055 0.162
H -1.611 5.586 1.725
H 0.807 5.290 -1.752
H -1.481 -5.359 -1.878
H -5.136 -1.280 4.947
H 2.864 -5.392 -4.409
H 3.592 4.668 -4.276
H -3.580 -3.826 2.246
H 1.665 0.985 2.724
H -2.470 -4.531 0.980
H -0.096 -2.131 0.052
H 6.725 -1.839 -4.139
H -0.868 0.733 -2.780
H 3.042 1.242 1.724
H 1.303 3.745 -2.280
H -1.525 5.673 -6.765
H 0.356 -0.542 1.982
H -4.721 -1.267 -0.240
H -6.598 -0.651 4.144
H -4.173 -1.837 -3.427
H -2.011 2.833 1.131
H -1.956 0.849 5.935
H -7.966 0.032 2.033
H 3.348 3.584 3.932
H -8.316 0.863 3.601
H 3.143 -4.694 -6.018
H 0.790 -5.308 3.445
H 1.740 -5.070 2.082
H 1.524 -4.637 -5.396
H -4.168 -1.869 1.305
H -0.310 6.454 0.901
H -1.404 -3.343 6.619
H -3.478 -4.356 -3.511
H -1.952 -3.229 2.014
H 4.813 3.412 -3.820
H 6.958 -2.329 -5.815
H 3.417 3.584 -2.932
H 3.254 3.120 2.266
H 2.654 4.695 2.825
H 7.564 6.152 -2.772
H -6.006 0.106 5.560
H -0.587 -3.265 4.932
H 3.642 4.225 -0.110
H 0.466 -3.937 2.281
H -2.304 -8.724 3.669
H 3.356 -0.646 -1.475
H -2.798 -6.338 -2.655
H -0.819 5.996 -5.109
H 2.020 -1.103 -2.453
H 3.567 2.398 -0.303
H 4.522 3.153 0.954
H 2.972 -2.319 -1.495
H -2.234 -1.205 6.248
H -1.568 1.293 1.852
H -3.655 -0.266 0.733
H 0.098 0.224 -4.132
H 6.300 -0.777 -5.478
H 7.642 5.149 -4.242
H -2.314 -3.456 5.170
H -0.791 -8.889 4.729
H -0.757 1.413 4.906
H -0.251 3.963 -1.383
H 1.690 2.375 1.631
H -2.416 -1.691 -3.584
H -8.683 1.539 2.006
H -1.498 -1.146 0.514
H -0.319 2.229 1.025
H 0.189 5.876 -6.554
H -2.177 -7.894 5.236
H -2.948 -5.745 -1.015
H 0.729 1.256 -2.865
H 8.829 5.009 -3.025
```

---

No. 2
Formula: C27H76FN22O41
Source: OMol25
Level of theory: ωB97M-V/def2-TZVPD

## Properties
* 2S+1: 1
* DFT total energy: -5461.34969 a.u.
* molar mass: 1384.02 Da
* net charge: +1
* highest occupied orbital energy: -11.38 eV
* E_LUMO: -3.10 eV

The geometry in XYZ format:
```
167
C27H76FN22O41 | OMol25 | ωB97M-V/def2-TZVPD
F 0.157 -1.103 -2.791
O 11.105 -0.677 0.378
O -7.056 7.882 -4.685
O 8.880 -5.952 3.295
O 2.700 2.178 6.509
O 4.188 4.834 2.431
O 7.650 -1.436 1.326
O 2.077 6.266 -7.729
O -1.679 0.974 -2.847
O -0.472 4.605 -1.040
O -4.036 -2.064 -0.303
O 0.026 5.586 -7.637
O 3.771 -3.720 5.041
O -5.654 -3.344 -7.391
O 11.336 -3.988 4.554
O -4.288 3.871 -5.565
O -1.941 -0.743 -6.529
O -6.368 -0.853 5.318
O -2.225 -1.678 4.477
O 5.778 -1.562 2.379
O -0.682 -1.137 5.883
O 0.615 4.938 -2.866
O -6.810 -3.818 -9.149
O -5.596 -5.401 5.094
O -7.365 -1.987 6.854
O 1.082 -0.544 2.443
O -4.036 -5.070 3.640
O 4.376 2.863 1.577
O -6.422 1.607 -6.832
O 7.016 -6.048 4.379
O 13.082 -2.867 3.971
O -7.780 3.065 -6.007
O 3.001 -4.261 6.977
O 11.735 -0.194 2.384
O -8.849 6.871 -5.339
O -2.531 4.929 -4.912
O -7.726 0.708 -2.987
O -6.169 1.734 -1.902
O 0.899 3.178 5.876
O -5.667 -3.347 0.266
O 2.279 0.401 3.956
O -3.670 0.482 -6.902
N -1.162 -1.864 5.032
N -7.646 6.953 -5.202
N -3.132 -0.514 -6.446
N 1.193 5.564 -7.291
N 12.534 -3.869 4.372
N -7.003 0.849 -2.030
N -4.720 -3.070 -0.422
N 1.490 2.280 6.446
N -5.036 -4.731 4.255
N 3.912 -4.055 6.208
N -6.547 -3.125 -8.194
N 1.551 2.020 0.541
N -0.222 5.251 -2.046
N 4.107 3.626 2.489
N -6.710 2.507 -6.059
N 11.259 -0.942 1.557
N -6.621 -1.105 6.484
N -0.709 0.604 -0.255
N 2.056 -0.507 3.193
N -3.086 3.975 -5.426
N 6.544 -1.025 1.590
N 7.774 -5.542 3.568
C 1.222 -1.384 -0.704
C 10.814 -2.292 2.005
C 6.105 0.224 0.904
C 0.660 1.232 7.099
C 0.911 -0.440 -1.841
C 13.399 -5.046 4.660
C 7.311 -4.316 2.859
C -7.101 -0.114 -0.900
C -6.831 5.814 -5.711
C 3.004 -1.648 3.154
C -2.244 2.845 -5.906
C -1.979 -0.031 -0.718
C -7.367 -1.901 -7.964
C -5.590 -3.385 3.939
C -5.663 2.964 -5.104
C -4.350 -4.021 -1.507
C -3.973 -1.512 -5.730
C -2.557 0.859 -1.765
C -0.475 1.565 -2.463
C 1.573 4.587 -6.234
C -5.973 -0.278 7.538
C 0.264 0.831 -1.344
C 3.626 3.033 3.768
C -1.021 6.474 -2.306
C 1.438 1.752 -0.872
C 5.309 -4.225 6.695
C -0.396 -3.080 4.636
H 5.812 -3.270 6.575
H 4.305 3.333 4.557
H 12.770 -5.857 5.005
H -7.869 -0.844 -1.127
H -7.154 4.922 -5.183
H 0.042 1.724 7.843
H -6.045 2.816 -4.099
H 1.726 1.202 1.106
H 2.372 1.326 -1.191
H -1.714 6.613 -1.486
H 2.630 3.421 3.960
H -7.026 5.721 -6.775
H -6.465 -3.212 4.550
H -5.788 6.023 -5.521
H -3.335 -4.355 -1.316
H -3.584 -1.589 -4.719
H -0.700 2.551 -2.065
H 8.009 -3.521 3.096
H 6.314 -4.076 3.205
H 3.790 -1.466 3.867
H 13.910 -5.307 3.739
H -0.970 1.527 0.100
H -4.996 -1.167 -5.727
H 11.003 -2.388 3.058
H 11.375 -3.028 1.438
H 5.273 -4.523 7.735
H 3.613 1.958 3.653
H 1.250 -2.382 -1.094
H -3.494 0.476 -2.104
H -4.767 2.379 -5.274
H 14.110 -4.745 5.422
H 9.754 -2.360 1.790
H -0.192 -3.000 3.573
H 0.175 1.642 -3.306
H -6.130 -0.590 -0.804
H -2.644 -0.009 0.122
H -7.352 0.445 -0.005
H 2.322 3.922 -6.654
H 0.050 0.773 6.330
H 0.488 -1.388 0.077
H -1.846 -1.046 -1.027
H 5.106 0.475 1.241
H -0.334 7.311 -2.388
H 2.215 -1.178 -0.341
H -5.846 -3.381 2.884
H 0.521 -3.113 5.214
H -8.112 -1.838 -8.746
H -4.410 -3.482 -2.448
H 0.812 2.591 0.918
H -2.429 2.721 -6.965
H 3.394 -1.703 2.147
H 1.978 5.146 -5.396
H -4.814 -2.658 4.156
H -5.343 0.459 7.057
H 1.320 0.506 7.556
H -5.483 4.016 -5.300
H 1.338 2.694 -1.363
H 6.131 0.031 -0.164
H 0.685 4.043 -5.944
H 2.450 -2.545 3.407
H 6.810 1.006 1.168
H -1.208 3.095 -5.716
H -1.024 -3.941 4.844
H -3.878 -2.452 -6.255
H -5.391 -0.948 8.163
H 1.824 -0.179 -2.336
H -2.736 1.856 -1.369
H 7.317 -4.529 1.795
H -2.543 1.963 -5.358
H -6.694 -1.049 -7.990
H -1.552 6.309 -3.240
H -7.829 -1.997 -6.985
H 5.777 -4.988 6.077
H -5.046 -4.850 -1.484
H -6.764 0.193 8.113
H -0.299 0.127 0.549
```

---

Question: Look up the DFT total energy of the second one.
Answer: -5461.34969 a.u.

---

Question: Among the records above, which one has the highest DFT total energy?
Answer: C27H75N3O27P6

---

Question: Which value of 2S+1 does entry 2 give?
Answer: 1

---

Question: Which of these has the lowest E_LUMO?
Answer: C27H76FN22O41